No. 1
C3H5N3 | ωB97M-V with the def2-TZVPD basis set

XYZ file:
```
11
Properties=species:S:1:pos:R:3:forces:R:3:lowdin_charge:R:1
C -1.700 -0.317 -0.072 -0.15 -0.13 0.13 -0.102
N -0.729 0.465 -0.812 0.62 0.44 0.17 0.049
C 0.214 1.114 -0.426 -0.20 -0.16 -0.13 -0.331
N 1.288 1.664 -0.147 -0.38 -0.13 -0.10 0.109
H -2.633 -0.350 -0.638 0.15 0.00 0.09 0.072
H -1.319 -1.336 0.043 -0.07 0.15 -0.03 0.065
H -1.897 0.101 0.921 0.04 -0.05 -0.14 0.082
H 1.268 2.664 0.014 -0.03 -0.06 -0.01 0.066
C 1.866 -1.323 0.366 -0.49 -0.88 0.19 -0.094
N 1.310 -2.314 0.568 0.57 0.98 -0.20 0.056
H 2.332 -0.369 0.184 -0.07 -0.17 0.03 0.028
```
Forces are in eV/Å.

The largest force on an atom comes out at 0.0224 Eh/bohr. The total energy comes out at -281.52961 Ha.


No. 2
C3H8S | ωB97M-V with the def2-TZVPD basis set

XYZ file:
```
12
Properties=species:S:1:pos:R:3:forces:R:3:lowdin_charge:R:1
C -0.359 1.645 1.063 1.00 0.38 -0.20 -0.167
C 0.069 0.186 1.103 -0.76 -0.55 -0.43 -0.564
S -0.440 -0.829 -0.321 -0.09 0.08 0.06 0.767
C 0.898 -0.451 -1.456 0.23 0.18 -0.23 -0.444
H -0.368 2.015 2.085 -0.31 0.22 0.09 0.065
H -1.281 1.883 0.531 -0.14 -0.45 0.30 0.069
H 0.416 2.223 0.558 0.04 0.11 -0.11 0.062
H -0.384 -0.311 1.957 0.01 -0.09 0.09 0.056
H 1.143 0.046 1.168 0.19 0.24 0.26 0.063
H 0.686 -0.935 -2.408 -0.07 -0.03 0.04 0.027
H 1.000 0.619 -1.644 -0.12 -0.03 0.04 0.034
H 1.852 -0.829 -1.092 0.02 -0.06 0.09 0.031
```
Forces are in eV/Å.

The largest force on an atom comes out at 0.0211 Eh/bohr. The total energy comes out at -517.27591 Ha.


No. 3
CHI3S | ωB97M-V with the def2-TZVPD basis set

XYZ file:
```
6
Properties=species:S:1:pos:R:3:forces:R:3:lowdin_charge:R:1
C -2.263 -0.004 -0.037 1.71 0.60 1.51 -2.146
S -0.464 0.292 0.922 -2.45 -0.87 -1.29 0.405
I -2.218 1.685 -1.325 -0.38 0.13 -0.07 0.660
I -3.880 0.045 1.454 0.70 0.10 -0.64 0.606
I -2.410 -1.808 -1.165 0.26 0.16 0.25 0.656
H -0.476 -0.960 1.387 0.15 -0.12 0.24 -0.181
```
Forces are in eV/Å.

The largest force on an atom comes out at 0.0564 Eh/bohr. The total energy comes out at -1329.92021 Ha.